a.
Density functional theory data (ωB97M-V/def2-TZVPD) for a cluster of 2 separate species, C6H12O4 in total.

Geometry as XYZ:
```
22
Properties=species:S:1:pos:R:3:nbo_charge:R:1
C 0.8839 1.3259 0.5380 -0.65
C 0.2313 0.1124 -0.0533 -0.03
C -1.1052 -0.1532 -0.0205 -0.14
C -2.1575 0.8715 0.3546 -0.11
O -2.0508 1.2992 1.6767 -0.74
C 0.8443 -0.3893 -1.9861 0.25
O 1.6732 0.4000 -2.5486 -0.61
C 1.1639 -0.9537 -0.6574 0.00
O 2.4952 -0.7388 -0.3235 -0.71
H 1.6762 1.7220 -0.1126 0.21
H 0.1506 2.1260 0.6766 0.25
H 1.3524 1.0788 1.5008 0.24
H -1.4642 -1.0163 -0.5913 0.20
H -3.1484 0.4297 0.1431 0.17
H -2.0581 1.7418 -0.3191 0.18
H -0.0608 -0.6335 -2.5450 0.21
H 2.5085 0.4252 -2.0302 0.51
H 0.8043 -1.9773 -0.5106 0.21
H 3.0001 -1.5525 -0.4204 0.50
H -1.8975 0.4508 2.2875 0.51
O -1.7966 -1.9940 2.5422 -0.84
H -1.0447 -2.5748 2.3992 0.41
```

Results
E_HOMO (spin up / spin down) ... -0.3463 / -0.2209 Eh
Charge ... 0
Multiplicity ... 1

b.
Density functional theory data (ωB97M-V/def2-TZVPD) for a cluster of 2 separate species, C6H12O4 in total.

Geometry as XYZ:
```
22
Properties=species:S:1:pos:R:3:nbo_charge:R:1
C 3.1600 0.3611 -0.8677 0.22
O 3.5191 -0.6062 0.0755 -0.52
C 2.2944 -1.2049 0.4560 -0.10
C 1.2621 -0.0636 0.3161 0.06
C 0.0062 -0.4755 -0.4404 -0.45
C -1.0225 0.6231 -0.4968 0.05
C -2.4595 0.3320 -0.5081 -0.10
O -1.7546 0.8659 0.7062 -0.53
O 1.9879 0.9548 -0.3739 -0.53
H 3.9529 1.1144 -0.9493 0.18
H 2.9692 -0.1126 -1.8511 0.12
H 2.3841 -1.5838 1.4797 0.20
H 2.0488 -2.0414 -0.2210 0.16
H 0.9880 0.3436 1.3002 0.20
H -0.4274 -1.3634 0.0446 0.22
H 0.2804 -0.7617 -1.4677 0.22
H -0.6985 1.5474 -0.9845 0.19
H -3.1308 1.0444 -0.9944 0.19
H -2.7448 -0.7246 -0.5353 0.20
O -4.2454 0.1903 1.7581 -0.96
H -3.4548 0.7524 2.1016 0.49
H -4.9147 0.8082 1.4522 0.47
```

Results
E_HOMO ... -0.3699 Eh
Charge ... 0
Multiplicity ... 1

c.
Density functional theory data (ωB97M-V/def2-TZVPD) for a cluster of 3 separate species, C6H12O4 in total.

Geometry as XYZ:
```
22
Properties=species:S:1:pos:R:3:nbo_charge:R:1
C 0.3861 -0.0906 2.4817 -0.72
C 0.1360 -0.7721 1.1688 0.56
O 0.7151 -1.7395 0.7507 -0.53
C -1.2802 -0.3514 0.5720 0.71
O -1.5467 0.7198 0.0898 -0.60
O -2.1948 -1.2795 0.8525 -0.68
H 1.4159 -0.2643 2.7891 0.24
H -0.2823 -0.5271 3.2208 0.24
H 0.1765 0.9720 2.3999 0.23
H -3.0738 -1.0015 0.5418 0.50
C -0.8411 -1.4328 -2.1220 -0.36
C 0.2707 -0.8250 -2.5100 -0.44
H -0.8123 -2.3057 -1.4940 0.21
H -1.8155 -1.0924 -2.4389 0.19
H 0.2557 -0.0123 -3.2212 0.20
H 1.2371 -1.2135 -2.2338 0.21
C 1.2558 2.2014 0.0139 -0.25
O 1.3759 0.7992 -0.1049 -0.73
H 0.2101 2.5007 0.1316 0.18
H 1.8226 2.4953 0.8970 0.18
H 1.6786 2.7082 -0.8604 0.17
H 0.9108 0.5111 -0.9242 0.49
```

Results
E_HOMO ... -0.3498 Eh
Charge ... 0
Multiplicity ... 1

d.
Density functional theory data (ωB97M-V/def2-TZVPD) for the molecule C6H12O4.

Geometry as XYZ:
```
22
Properties=species:S:1:pos:R:3:nbo_charge:R:1
C -0.5831 2.2112 0.1814 -0.61
C 0.2297 1.5383 -0.9123 -0.40
C -0.2318 0.1171 -1.3422 -0.40
C -1.3757 -0.5001 -0.5617 -0.43
C -0.9965 -1.1399 0.7782 -0.08
O 0.2815 -1.7851 0.7259 -0.49
C 1.2385 -1.1754 1.3553 0.95
O 1.2772 -0.0684 1.6785 -0.56
O 2.2655 -2.0256 1.6458 -0.27
O 2.7806 -2.4866 0.4056 -0.40
H 0.0107 3.0228 0.5743 0.22
H -0.8076 1.5768 1.0194 0.20
H -1.4892 2.6673 -0.1872 0.20
H 0.1745 2.1770 -1.7773 0.20
H 1.2617 1.5036 -0.6067 0.20
H -0.5647 0.1936 -2.3653 0.21
H 0.6164 -0.5445 -1.3771 0.19
H -1.7486 -1.3212 -1.1566 0.21
H -2.2071 0.1726 -0.4407 0.22
H -1.7036 -1.9350 0.9358 0.19
H -1.1011 -0.4698 1.6133 0.20
H 2.6727 -1.7288 -0.1864 0.45
```

Results
E_HOMO ... -0.3891 Eh
Charge ... 0
Multiplicity ... 1

Least stable: a

a.
Density functional theory data (ωB97M-V/def2-TZVPD) for a cluster of 3 separate species, C3H12O3 in total.

Geometry as XYZ:
```
18
Properties=species:S:1:pos:R:3:nbo_charge:R:1
C -2.3664 -1.5800 -2.5217 -0.25
O -2.1856 -1.1930 -3.8902 -0.73
H -1.5022 -2.1618 -2.2089 0.17
H -2.4702 -0.7173 -1.8629 0.17
H -3.2764 -2.1766 -2.4312 0.16
H -2.2542 -0.2397 -3.9657 0.47
C -0.2461 -0.6278 0.5555 -0.25
O -0.0456 0.2465 -0.5425 -0.73
H -1.2958 -0.9106 0.6614 0.16
H 0.3795 -1.5108 0.4267 0.17
H 0.0913 -0.1617 1.4880 0.17
H -0.0986 1.1450 -0.2066 0.47
C 2.7221 1.3491 2.5236 -0.25
O 1.5994 2.1345 2.1387 -0.73
H 3.6433 1.7379 2.0885 0.17
H 2.8050 1.3165 3.6135 0.17
H 2.5873 0.3261 2.1741 0.18
H 1.9131 3.0236 1.9598 0.47
```

Results
E_HOMO ... -0.3711 Eh
Charge ... 0
Multiplicity ... 1

b.
Density functional theory data (ωB97M-V/def2-TZVPD) for a cluster of 3 separate species, C3H12O3 in total.

Geometry as XYZ:
```
18
Properties=species:S:1:pos:R:3:nbo_charge:R:1
C 0.7198 -1.0120 -0.1055 -0.65
C 0.8175 0.5011 0.0987 0.09
C -0.3982 1.1791 0.6685 -0.66
O 1.0811 1.1289 -1.1937 -0.75
H -0.0434 -1.4214 0.5488 0.22
H 1.6895 -1.5208 0.0293 0.21
H 0.5227 -1.3097 -1.1439 0.23
H 1.6792 0.7828 0.7048 0.17
H -0.9579 1.9033 0.0596 0.24
H -0.0851 1.6095 1.6185 0.22
H -1.3389 0.6351 0.8595 0.22
H 1.9972 0.9514 -1.4533 0.47
O -1.9055 -2.3867 4.1415 -0.94
H -1.6985 -3.2458 4.5258 0.47
H -1.0845 -1.8994 4.1674 0.47
O -0.0539 0.9422 -3.8684 -0.95
H -0.8735 1.2457 -3.4811 0.46
H 0.4785 0.8589 -3.0545 0.48
```

Results
E_HOMO ... -0.3936 Eh
Charge ... 0
Multiplicity ... 1

Least stable: a

a.
Density functional theory data (ωB97M-V/def2-TZVPD) for the molecule C6H8O2.

Geometry as XYZ:
```
16
Properties=species:S:1:pos:R:3:nbo_charge:R:1
C 0.1181 0.3343 -2.1882 -0.47
C 0.0977 0.4005 -0.9072 0.24
C -1.1656 0.3678 -0.1911 -0.49
C -1.1705 -0.9894 0.6774 -0.08
O -0.4097 -0.7252 1.8421 -0.52
C 0.8685 -0.2277 1.7952 0.01
C 1.6602 0.2913 0.8484 0.03
O 1.3007 0.7387 -0.4028 -0.49
H -0.4770 0.5816 -3.1971 0.25
H 1.2307 0.7410 -2.4138 0.20
H -2.1200 0.3627 -0.7980 0.24
H -1.2246 1.3120 0.5247 0.23
H -2.2809 -1.0368 1.0894 0.21
H -0.7044 -1.7160 -0.1240 0.20
H 1.4582 -0.8479 2.5957 0.21
H 2.8184 0.4131 0.8493 0.23
```

Results
E_HOMO ... -0.3093 Eh
Charge ... 0
Multiplicity ... 1

b.
Density functional theory data (ωB97M-V/def2-TZVPD) for a structure of composition C6H8O2.

Geometry as XYZ:
```
16
Properties=species:S:1:pos:R:3:nbo_charge:R:1
C 0.0905 1.7202 -0.0851 -0.34
C -0.0244 0.4442 -0.0730 -0.08
C -1.2005 -0.0688 0.6246 -0.55
C -2.1236 -0.4115 -0.3973 0.49
C 1.0246 -0.4625 -0.5393 0.04
C 2.1123 -0.8025 0.4237 -0.13
H -0.8360 2.3711 0.3107 0.19
H 0.6972 2.4946 -0.7840 0.23
H -1.6707 0.6802 1.2073 0.25
H -0.9801 -1.1384 1.1054 0.25
H -1.4465 -1.3407 -1.1112 0.05
H 0.7732 -1.1760 -1.4755 0.20
H 2.1193 -0.3080 1.4828 0.19
H 2.5929 -1.7476 0.5104 0.20
O -3.3823 -0.3407 -0.4269 -0.52
O 2.2541 0.0866 -0.7727 -0.47
```

Results
E_HOMO ... -0.3593 Eh
Charge ... 0
Multiplicity ... 1

c.
Density functional theory data (ωB97M-V/def2-TZVPD) for a structure of composition C6H8O2.

Geometry as XYZ:
```
16
Properties=species:S:1:pos:R:3:nbo_charge:R:1
C -2.4800 0.0990 0.2346 -0.66
C -1.1037 0.0631 -0.1971 0.27
C -0.6030 -1.1378 -0.3975 -0.32
C 0.8455 -0.7480 -0.4563 -0.04
C 1.0228 0.5881 -0.2153 0.35
C 2.1597 1.3619 0.0257 -0.46
H -2.4920 1.0882 1.0028 0.24
H -2.9786 -0.9707 0.8729 0.25
H -3.5144 0.4046 -0.5960 0.23
H -1.2733 -1.8859 -0.2831 0.23
H 1.2740 -0.9196 -1.3022 0.23
H 2.4096 -0.9191 1.2073 0.46
H 3.1215 1.0756 -0.1314 0.22
H 2.0199 2.2719 0.3509 0.20
O 1.9229 -1.4777 0.2126 -0.72
O -0.3310 1.1062 -0.3278 -0.47
```

Results
E_HOMO ... -0.3162 Eh
Charge ... 0
Multiplicity ... 1

Least stable: c

a.
Density functional theory data (ωB97M-V/def2-TZVPD) for the molecule C6H8O2.

Geometry as XYZ:
```
16
Properties=species:S:1:pos:R:3:nbo_charge:R:1
C -0.7860 2.0796 -1.2333 -0.61
C 0.4741 1.4188 -0.6981 -0.43
C 0.1989 0.0860 0.0109 0.33
C 0.7851 -1.1107 -0.2135 -0.37
C 0.3209 -1.8897 0.9030 0.24
O 0.7016 -3.1434 0.9976 -0.66
C -0.5801 -1.1302 1.6337 -0.08
O -0.6111 0.0970 1.0322 -0.41
H -0.7460 3.1243 -1.6003 0.21
H -1.5497 2.0658 -0.4789 0.21
H -1.0908 1.5263 -2.1311 0.21
H 1.0262 2.1246 0.0263 0.22
H 1.1667 1.1706 -1.5436 0.22
H 1.5387 -1.4036 -0.9647 0.24
H 0.2249 -3.6375 1.6615 0.48
H -1.0735 -1.3778 2.5981 0.21
```

Results
E_HOMO ... -0.2996 Eh
Charge ... 0
Multiplicity ... 1

b.
Density functional theory data (ωB97M-V/def2-TZVPD) for the molecule C6H8O2.

Geometry as XYZ:
```
16
Properties=species:S:1:pos:R:3:nbo_charge:R:1
C 1.1207 -1.4555 0.6379 -0.62
C 0.7898 -0.3487 -0.3423 -0.47
C -0.5970 -0.6134 -0.9737 0.64
O -0.7696 -1.2755 -1.9159 -0.50
C -1.4976 0.4236 -0.2470 -0.52
C -0.6439 1.5850 -0.0341 -0.53
C 0.6217 0.9641 0.4759 0.63
O 1.2808 1.4071 1.3846 -0.52
H 2.1474 -1.7255 0.3634 0.23
H 0.5694 -2.4022 0.5949 0.22
H 1.2464 -1.1496 1.6888 0.23
H 1.6131 -0.2851 -1.0524 0.25
H -2.0683 -0.0378 0.6777 0.24
H -2.2950 0.6436 -0.9597 0.24
H -0.3452 2.0629 -0.9654 0.24
H -1.1728 2.2072 0.6672 0.24
```

Results
E_HOMO ... -0.3486 Eh
Charge ... 0
Multiplicity ... 1

c.
Density functional theory data (ωB97M-V/def2-TZVPD) for the molecule C6H8O2.

Geometry as XYZ:
```
16
Properties=species:S:1:pos:R:3:nbo_charge:R:1
C -2.2312 -0.9446 -0.0942 -0.42
C -1.2578 0.0935 -0.0269 0.03
C -1.7830 1.7013 -0.1880 -0.65
C 0.0553 -0.2263 0.7210 -0.43
C 0.4415 -1.5658 0.1787 -0.09
O 1.6265 -0.8591 -0.5754 -0.49
C 1.3314 0.3638 -0.0040 0.78
O 2.1988 1.4027 0.0054 -0.59
H -3.0010 -0.7155 -0.7147 0.18
H -2.4274 -2.1795 0.1555 0.23
H -2.4405 1.7152 -1.0427 0.23
H -0.6416 2.2678 -0.0597 0.25
H -2.4833 2.1110 0.8207 0.23
H -0.0270 0.2015 1.8069 0.28
H 1.2659 -2.2451 0.6795 0.24
H -0.1850 -2.0345 -0.6052 0.23
```

Results
E_HOMO ... -0.3548 Eh
Charge ... 0
Multiplicity ... 1

d.
Density functional theory data (ωB97M-V/def2-TZVPD) for the molecule C6H8O2.

Geometry as XYZ:
```
16
Properties=species:S:1:pos:R:3:nbo_charge:R:1
C 2.6029 0.6245 0.1740 -0.49
C 1.3492 0.2872 -0.0542 -0.04
C 0.2359 0.2722 -0.9843 -0.29
C -0.9078 0.3201 0.0827 0.27
C -2.2419 -0.3262 -0.1933 -0.63
O -1.0928 1.5235 0.7497 -0.70
C 0.2530 -0.5433 0.4132 0.25
O 0.2126 -1.8835 0.6632 -0.66
H 3.0990 0.3473 1.0886 0.21
H 3.1624 1.2074 -0.5369 0.21
H 0.1961 -0.0943 -1.9913 0.23
H -2.8298 0.3193 -0.8413 0.23
H -2.7777 -0.4524 0.7443 0.23
H -2.1011 -1.2983 -0.6560 0.22
H -0.2401 1.9658 0.8494 0.48
H 1.0801 -2.2694 0.4923 0.49
```

Results
E_HOMO ... -0.3043 Eh
Charge ... 0
Multiplicity ... 1

Least stable: c